[1]
{"formula": "C25H39AuN4O2Si", "method": "ωB97M-V/def2-TZVPD", "elements": ["Au", "C", "Si", "C", "C", "N", "C", "C", "C", "C", "C", "C", "O", "C", "C", "C", "C", "C", "C", "H", "H", "H", "H", "H", "H", "H", "H", "H", "H", "H", "H", "H", "H", "H", "H", "H", "H", "C", "C", "C", "C", "C", "N", "H", "H", "H", "H", "H", "H", "H", "H", "H", "C", "N", "C", "C", "O", "N", "C", "C", "H", "H", "H", "H", "H", "H", "H", "H", "H", "H", "H", "H"], "coordinates": [[12.0318, 7.6473, 7.2423], [15.1427, 11.1270, 8.0915], [14.2967, 9.9082, 6.9599], [15.5334, 8.9895, 5.9008], [13.0310, 10.7384, 5.8871], [13.5115, 8.5660, 7.9302], [13.7443, 8.4085, 9.2465], [15.0029, 7.8864, 9.6779], [15.5091, 8.0585, 10.9337], [14.7235, 8.7417, 11.8431], [13.4873, 9.3078, 11.4874], [12.8734, 8.9595, 10.2607], [11.4998, 9.0118, 10.0275], [10.5974, 8.8753, 11.0915], [10.7394, 7.9588, 12.1527], [9.7931, 8.0947, 13.1461], [8.6747, 8.8652, 13.0474], [8.5398, 9.7310, 11.9879], [9.4724, 9.6944, 10.9407], [14.5996, 11.4129, 9.0327], [15.2954, 12.0855, 7.5903], [16.1150, 10.7694, 8.4703], [15.4905, 9.2352, 4.7865], [15.3837, 7.8735, 5.9929], [16.5405, 9.2439, 6.1692], [13.5268, 11.4883, 5.2973], [12.2814, 11.1250, 6.5624], [12.6406, 10.0118, 5.0932], [15.4934, 7.4269, 8.8057], [16.4976, 7.6850, 11.0994], [15.0343, 8.9462, 12.9038], [12.7863, 9.7527, 12.1994], [11.4580, 7.1301, 12.1444], [9.9312, 7.4402, 14.0325], [7.9038, 8.7573, 13.6925], [7.6925, 10.3848, 12.0247], [9.3362, 10.3042, 10.0529], [10.0208, 13.6770, 6.8465], [10.7218, 14.1205, 8.1316], [11.8359, 15.2580, 7.8920], [9.7375, 14.6299, 9.2093], [11.3983, 12.9600, 8.7387], [12.1761, 12.1966, 9.1835], [9.6395, 14.5598, 6.3339], [9.2136, 12.9659, 7.0595], [10.8879, 13.2731, 6.1875], [11.4214, 16.2789, 7.5822], [12.5209, 14.9253, 7.0665], [12.4152, 15.3870, 8.8243], [8.9626, 15.3007, 8.7694], [10.2156, 15.1393, 10.1062], [9.2938, 13.7236, 9.6179], [9.3576, 9.2094, 6.1004], [8.8338, 7.9177, 6.6536], [7.7666, 8.1144, 7.6911], [9.4247, 6.7694, 6.2834], [10.6797, 6.7002, 6.0506], [8.7115, 5.6888, 5.9505], [7.2404, 5.6627, 5.9877], [9.4393, 4.5775, 5.3544], [8.6526, 9.9932, 6.4883], [9.3841, 9.3071, 5.0167], [10.3486, 9.4544, 6.5092], [8.2671, 8.7944, 8.3918], [7.4397, 7.1431, 8.2054], [6.8878, 8.5923, 7.1889], [6.7477, 6.5707, 5.6903], [6.8322, 5.3055, 6.9228], [6.8538, 4.9062, 5.3110], [10.1318, 4.9440, 4.5482], [8.7239, 3.7992, 4.9735], [10.1205, 4.1021, 6.0791]], "forces_ev_per_angstrom": [[-1.3308, -0.3777, -1.3303], [-0.2014, 0.1283, 1.5821], [1.0864, -0.5000, -0.3267], [-0.5444, -0.7442, -1.6440], [-0.3301, -1.8770, -0.7721], [0.9372, 1.4856, 1.0865], [0.5187, 0.5159, 1.2494], [-0.1062, 0.7869, -1.5777], [-0.0314, -0.7278, -1.2243], [-0.8072, 2.0338, 1.8788], [-1.3398, -1.3321, -0.5364], [-0.5561, -0.9674, 0.7520], [1.7919, -0.2145, -0.1345], [-0.1373, 0.1308, -0.4601], [0.0065, 0.9691, -1.1929], [0.7660, -2.5146, 1.4113], [1.6465, 0.8948, -1.7367], [0.2170, -0.4433, -0.7951], [-0.0969, 0.0879, 1.1013], [0.0632, -0.4348, -0.9495], [0.1227, -0.1367, -0.2439], [-0.1940, 0.0182, -0.4671], [-0.2223, -0.2725, 1.3839], [0.2795, 1.1318, -0.1093], [0.6222, -0.0728, 0.3696], [0.1689, 0.7203, 0.0136], [-0.5317, 0.3849, -0.2327], [0.1549, 0.8131, 1.2611], [0.4397, 0.1089, 0.8852], [0.2684, -0.1724, 0.6603], [-0.0279, -0.3849, -1.2886], [0.7339, 0.0168, 0.0919], [0.0504, 0.8059, 0.1909], [-0.3568, 0.3860, -0.6853], [-2.0116, -0.0037, 2.3827], [-0.3465, 0.2882, -0.5651], [0.4000, 0.1674, 0.1928], [1.9992, 0.0095, -0.7575], [0.4107, 1.8031, 0.8049], [-0.2251, -0.3010, -0.8335], [-0.1676, 0.3633, 0.6215], [3.0853, -1.3676, 0.7740], [-2.4727, 1.4732, -1.0517], [-0.2107, -0.0995, 0.0325], [0.2922, 0.0199, -0.2760], [-1.8355, 0.2094, 0.7705], [0.1434, -1.6100, 0.5057], [-0.4701, 0.3185, 0.8029], [-0.2666, -0.0569, -0.5236], [0.5931, -0.5181, 0.3652], [-0.3009, -0.4987, -1.3709], [-0.6737, 0.1824, 0.1275], [-1.0106, 1.0263, 1.3526], [-1.2806, 2.5485, 0.2958], [-0.1384, -1.4457, -0.3049], [2.8566, -2.1678, -1.4458], [-2.1110, 0.0653, 0.3887], [-1.3738, 0.2421, 0.2147], [-0.4195, -1.0118, -0.3768], [0.3317, -1.0726, -0.7680], [0.6762, -0.7431, -0.4238], [-0.0006, -0.7700, -0.1066], [-0.0910, -0.3487, -0.0570], [-0.4431, -0.0510, 0.1803], [0.7603, 1.4820, -0.8541], [0.7347, -0.2197, 0.4919], [0.2353, 0.5998, 0.0190], [0.2928, 0.1656, 0.6722], [0.4478, -0.0496, -0.4078], [-0.8252, -0.1870, 0.5502], [0.6858, 1.0224, 0.3496], [-0.3299, 0.2895, 0.0170]], "lowdin_spin": [0.074, 0.004, 0.029, 0.004, 0.008, 0.333, 0.120, 0.075, 0.030, 0.140, -0.017, 0.142, 0.046, 0.005, 0.003, 0.002, 0.004, 0.000, 0.006, 0.000, 0.000, 0.001, 0.000, 0.001, 0.000, 0.001, 0.000, 0.001, 0.003, -0.001, 0.005, -0.003, 0.000, 0.000, 0.000, 0.000, 0.000, 0.000, 0.000, 0.000, 0.000, 0.000, 0.000, 0.000, 0.000, 0.000, 0.000, 0.000, 0.000, 0.000, 0.000, 0.000, 0.038, 0.476, 0.046, 0.007, -0.019, 0.244, 0.022, 0.039, 0.001, 0.015, 0.020, 0.020, 0.000, 0.021, 0.003, 0.012, 0.004, 0.018, 0.001, 0.016], "homo_energy_ev": [-13.346, -13.343], "relative_energy_kcal_mol": 8.0, "spin_multiplicity": 3, "charge": 2, "mol_weight_g_mol": 652.7}


[2]
{"formula": "C25H39CdCl2N6O2PSSi", "method": "ωB97M-V/def2-TZVPD", "elements": ["Cd", "C", "Si", "C", "C", "C", "C", "C", "C", "N", "C", "S", "H", "H", "H", "H", "H", "H", "H", "H", "H", "H", "H", "H", "N", "C", "C", "O", "O", "H", "H", "H", "H", "C", "N", "C", "N", "C", "N", "C", "P", "C", "C", "H", "H", "H", "H", "H", "H", "H", "H", "H", "H", "H", "H", "Cl", "C", "Cl", "H", "H", "C", "C", "C", "C", "C", "C", "C", "C", "N", "H", "H", "H", "H", "H", "H", "H", "H", "H"], "coordinates": [[0.3099, 0.5260, 0.4766], [-5.1045, 0.2975, 5.4795], [-4.4080, 0.2243, 3.7042], [-4.9385, 1.8399, 2.8719], [-5.2265, -1.2788, 2.8946], [-2.5403, 0.0661, 3.8591], [-1.8692, 0.1049, 5.0692], [-0.4827, -0.0055, 5.1261], [0.2010, -0.1665, 3.9398], [-0.3958, -0.2090, 2.7533], [-1.7404, -0.0656, 2.6787], [-2.4211, -0.0356, 1.1076], [-6.1938, 0.3802, 5.4612], [-4.7129, 1.1628, 6.0208], [-4.8453, -0.6009, 6.0453], [-6.0187, 1.9995, 2.9346], [-4.6523, 1.8161, 1.8222], [-4.4388, 2.6935, 3.3369], [-6.3137, -1.1702, 2.8420], [-4.9981, -2.1939, 3.4470], [-4.8390, -1.3903, 1.8860], [-2.4304, 0.2191, 5.9924], [0.0531, 0.0400, 6.0645], [1.2808, -0.2622, 3.9216], [-0.5518, 2.9090, 0.2388], [0.6113, 3.7232, 0.5881], [1.1757, 3.2686, 1.9655], [1.3923, 4.1586, 2.8019], [1.3715, 2.0267, 2.0848], [-0.8121, 3.0103, -0.7335], [-1.3477, 3.1331, 0.8225], [0.4039, 4.7973, 0.6238], [1.3926, 3.5424, -0.1558], [-0.8399, 0.1611, -5.0954], [-1.7394, -0.1885, -4.0130], [-1.6803, -1.6255, -3.8146], [-0.3384, -2.1472, -3.5611], [0.5092, -1.7392, -4.6710], [0.5310, -0.3051, -4.9182], [1.2269, 0.3922, -3.8244], [0.5979, 0.1403, -2.0452], [-1.2804, 0.4929, -2.7786], [0.2052, -1.6935, -2.2711], [-0.8241, 1.2498, -5.1985], [-1.2271, -0.2738, -6.0274], [-2.0507, -2.1110, -4.7278], [-2.3299, -1.8954, -2.9783], [0.1346, -2.2334, -5.5776], [1.5328, -2.0764, -4.4822], [1.2082, 1.4629, -4.0560], [2.2721, 0.0657, -3.8412], [-1.4099, 1.5763, -2.9384], [-1.9604, 0.2089, -1.9630], [-0.5184, -1.9716, -1.4961], [1.1354, -2.2467, -2.0878], [-0.1674, -2.7951, 1.2956], [0.4948, -4.2083, 0.4546], [-0.2892, -5.7246, 0.9370], [1.5433, -4.2968, 0.7094], [0.3401, -4.0747, -0.6098], [3.7130, 1.9925, -2.7726], [4.3028, 0.9081, -1.9078], [5.6819, 0.8473, -1.7717], [6.3091, -0.0384, -0.9084], [5.5039, -0.8685, -0.1316], [4.1285, -0.8525, -0.2446], [3.2916, -1.7104, 0.6544], [3.4545, 0.0091, -1.1852], [2.1093, -0.0001, -1.2166], [4.3036, 2.9082, -2.6864], [2.6914, 2.2038, -2.4545], [3.6917, 1.7136, -3.8301], [6.2871, 1.5424, -2.3502], [7.3891, -0.0628, -0.8154], [5.9628, -1.5399, 0.5900], [3.9120, -2.3498, 1.2878], [2.6162, -2.3257, 0.0568], [2.6649, -1.0810, 1.2948]], "forces_ev_per_angstrom": [[0.0318, 0.6266, 0.0605], [0.1788, 0.0166, -0.1805], [-0.2072, 0.0261, 0.1601], [0.0907, -0.2317, 0.0261], [0.1503, 0.2212, 0.0908], [0.0618, -0.0301, -0.3148], [-0.1661, -0.0472, -0.0035], [0.0623, -0.0495, 0.1077], [0.1566, -0.0151, -0.0255], [-0.2226, 0.2370, -0.1059], [-0.0406, -0.0921, 0.3235], [-0.2181, 0.0708, -0.2685], [-0.0153, -0.0005, -0.0356], [-0.0129, 0.0010, 0.0202], [-0.0015, -0.0058, 0.0085], [-0.0111, -0.0621, 0.0688], [0.0334, 0.0122, -0.0439], [0.0061, -0.0277, 0.0325], [0.0067, 0.0580, 0.0664], [0.0054, 0.0352, 0.0410], [0.0277, -0.0431, -0.1106], [0.0096, 0.0164, -0.0076], [-0.0005, -0.0020, -0.0040], [-0.0045, 0.0833, 0.0013], [0.1750, -0.0016, -0.0226], [0.0779, -0.0005, 0.2758], [-0.0221, 0.4055, -0.2131], [0.0618, -0.1390, -0.0284], [-0.1537, -0.3967, -0.2005], [-0.0805, -0.0911, -0.0059], [-0.0634, -0.0845, -0.0056], [0.0123, -0.0376, 0.0472], [-0.0316, -0.0349, -0.0271], [-0.0017, -0.0543, -0.0406], [-0.2011, 0.0516, -0.1152], [0.0104, -0.0131, -0.0323], [-0.0270, 0.0505, -0.0676], [-0.0006, -0.0266, -0.0379], [0.0023, -0.0476, 0.1170], [0.1629, 0.2535, 0.1945], [-1.0176, -0.3632, -0.6180], [0.1268, -0.0346, 0.0064], [0.0719, -0.0432, 0.1695], [0.0001, -0.0074, -0.0270], [0.0274, -0.0111, 0.0227], [-0.0317, -0.0163, 0.0507], [0.0190, 0.0039, 0.0021], [0.0255, 0.0050, 0.0173], [-0.0138, -0.0084, -0.0049], [0.0746, -0.0457, -0.0076], [-0.0207, 0.0434, -0.0366], [0.0778, 0.0021, 0.0525], [0.0433, 0.0363, 0.0238], [0.0597, 0.0229, 0.0406], [-0.0208, 0.0505, 0.0569], [0.1578, -0.5283, -0.1392], [-0.0374, 0.4696, 0.1275], [-0.1449, -0.2334, 0.0677], [0.0253, 0.0478, -0.0678], [0.0361, 0.0173, -0.0087], [0.1152, -0.0580, 0.0590], [-0.0317, 0.0571, -0.1366], [0.0106, -0.0190, 0.0245], [0.1419, -0.0456, -0.0004], [-0.0276, 0.0703, -0.0871], [0.0311, -0.0367, 0.0077], [0.0329, 0.0923, -0.1351], [-0.0095, -0.0540, 0.0009], [0.7372, -0.0996, 0.7210], [0.0039, 0.0138, 0.0151], [-0.0053, 0.0333, -0.0289], [-0.0853, 0.0742, 0.0118], [-0.0143, 0.0233, 0.0089], [-0.0092, 0.0189, -0.0074], [-0.0187, -0.0099, 0.0026], [0.0180, 0.0068, -0.0116], [-0.1141, -0.0205, 0.0587], [-0.0750, -0.0850, 0.0245]], "lowdin_charge": [1.247, -0.209, 0.506, -0.197, -0.198, -0.271, -0.110, -0.091, -0.171, -0.111, -0.843, 0.458, 0.015, 0.019, 0.020, 0.016, -0.007, 0.027, 0.018, 0.025, -0.015, 0.085, 0.086, 0.107, -0.063, -0.218, -0.719, -0.056, -0.155, 0.048, 0.065, 0.092, 0.100, -0.239, -0.179, -0.229, -0.156, -0.224, -0.156, -0.297, 0.653, -0.324, -0.320, 0.111, 0.107, 0.108, 0.118, 0.110, 0.120, 0.072, 0.070, 0.045, 0.025, 0.044, 0.070, 0.549, -1.014, 0.471, 0.012, 0.009, -0.089, -0.234, -0.116, -0.159, -0.111, -0.238, -0.094, -0.317, -0.269, 0.066, 0.046, 0.062, 0.091, 0.067, 0.088, 0.067, 0.035, 0.049], "homo_energy_ev": -0.223, "relative_energy_kcal_mol": 8.7, "spin_multiplicity": 1, "charge": -2, "mol_weight_g_mol": 730.1}